ORCA calculation (wB97M-V/def2-TZVPD) on 2 unconnected molecules or ions with the total composition C28H26FNO7PS2 in a non-equilibrium geometry.

Properties
- Total energy: -78955.9195 eV
- Orbital gap: 7.22 eV
- HOMO: -5.1 eV
- F_max: 4.313 eV/Å
- Charge: -1

Cartesian coordinates (Å):
1 C -6.31321 6.22276 -1.29068
2 C -5.32875 6.06292 -0.21181
3 O -4.01348 6.15210 -0.75037
4 C -3.07108 6.01256 0.18866
5 C -1.62647 6.11324 -0.37670
6 P -0.92421 7.56766 0.64359
7 C -0.25032 6.49010 1.95644
8 C -0.63832 5.11735 1.98839
9 C -0.17128 4.36188 3.10691
10 C 0.62659 4.92264 4.10073
11 C 0.96176 6.25766 4.03128
12 C 0.56001 7.08311 2.94976
13 C 0.45781 8.25137 -0.35221
14 C 1.01997 7.49780 -1.37711
15 C 2.03333 8.05188 -2.14766
16 C 2.46284 9.37148 -1.89653
17 C 1.88367 10.11041 -0.86646
18 C 0.86478 9.56238 -0.08253
19 O -1.83613 8.66501 1.11905
20 O -3.26699 5.59910 1.34731
21 H -7.27634 6.11389 -0.84468
22 H -6.29101 7.19799 -1.73505
23 H -6.21733 5.50388 -2.06937
24 H -5.41183 6.81971 0.55211
25 H -5.38774 5.07814 0.23477
26 H -1.44771 6.08395 -1.43490
27 H -1.11583 4.60783 1.13780
28 H -0.47486 3.33724 3.06288
29 H 0.97703 4.28030 4.89556
30 H 1.54267 6.72100 4.83051
31 H 0.84631 8.13851 2.89033
32 H 0.63052 6.48699 -1.56934
33 H 2.47591 7.47544 -2.93508
34 H 3.25033 9.80446 -2.50937
35 H 2.20485 11.12248 -0.67292
36 H 0.36684 10.13810 0.69475
37 C 3.88418 1.82126 0.11325
38 C 3.29235 0.66776 -0.41171
39 C 2.06763 0.21390 0.07419
40 C 1.36244 0.95054 1.03392
41 S -0.07025 0.14718 1.79770
42 N -1.38347 0.53801 0.86728
43 F -1.07105 4.70196 -0.26160
44 S -2.94709 0.30816 0.83823
45 C -3.67251 0.63174 -0.81483
46 C -4.47858 1.75259 -1.07745
47 C -5.28458 1.78115 -2.22907
48 C -5.25414 0.73374 -3.15596
49 C -4.44626 -0.36073 -2.89355
50 C -3.64963 -0.41642 -1.75027
51 O -3.17118 -1.11557 1.05790
52 O -3.70694 1.25630 1.63994
53 O 0.18233 -1.25488 1.57033
54 O -0.14563 0.66605 3.12076
55 C 1.94560 2.12208 1.56079
56 C 3.22965 2.50630 1.12431
57 H 4.86075 2.16270 -0.24637
58 H 3.80269 0.10441 -1.18034
59 H 1.66388 -0.72396 -0.28558
60 H -4.47046 2.60825 -0.40815
61 H -5.96623 2.63152 -2.39139
62 H -5.88508 0.78685 -4.06668
63 H -4.45768 -1.19145 -3.58286
64 H -3.00868 -1.26133 -1.57857
65 H 1.41019 2.71751 2.27693
66 H 3.71745 3.36278 1.61032

Atom charges from the natural (NBO) analysis, given in e for atoms 1 to 8: C -0.622; C -0.077; O -0.485; C 0.749; C -0.221; P 1.833; C -0.359; C -0.198